# 1
A structure of composition C7H18Cl3LiNO6 in a non-equilibrium geometry. Source: the Open Molecules 2025 dataset; level of theory: the ωB97M-V functional and the def2-TZVPD basis.

The value obtained for the HOMO energy is -12.5 eV. The value obtained for the gap between HOMO and LUMO is 7.176 eV. The charge is +1. The calculated total energy comes out at -59082.5290 eV.

Each line ends with the Mulliken charge.
CARTESIAN COORDINATES (ANGSTROEM)
1 Li 2.878 -1.528 -2.473  0.9348
2 C -0.119 1.562 4.176  -0.7406
3 O 0.286 1.836 2.806  -0.3081
4 C 1.427 1.048 2.496  -0.5663
5 C 1.951 1.341 1.134  -0.7512
6 N 0.961 1.057 0.010  -0.0436
7 H 1.539 0.980 -0.814  0.2888
8 H 0.448 0.198 0.152  0.2322
9 C -0.121 2.145 -0.102  -0.4834
10 C -0.759 2.016 -1.452  -0.6748
11 O -0.918 0.612 -1.824  -0.1659
12 C -1.311 0.518 -3.203  -0.7589
13 H -0.280 0.486 4.247  0.3435
14 H -0.981 2.203 4.360  0.2519
15 H 0.649 1.879 4.882  0.2974
16 H 1.261 -0.019 2.645  0.4083
17 H 2.259 1.277 3.162  0.4334
18 H 2.586 0.490 0.888  0.4022
19 H 2.373 2.315 0.887  0.4244
20 H 0.382 3.105 0.010  0.3292
21 H -0.785 2.016 0.752  0.3696
22 H -0.245 2.595 -2.220  0.4772
23 H -1.760 2.446 -1.418  0.4046
24 H -1.506 -0.542 -3.367  0.1355
25 H -0.408 0.753 -3.766  0.3366
26 H -2.075 1.119 -3.695  0.3284
27 Cl 0.899 -3.005 0.399  1.6872
28 O 2.092 -2.975 1.211  -0.6811
29 O 0.230 -4.253 0.455  -0.5955
30 O -0.015 -2.040 0.875  -0.6223
31 O 1.173 -2.626 -0.981  -0.6759
32 C -2.314 -3.426 -2.023  0.1899
33 Cl -3.577 -2.515 -1.159  -0.1590
34 Cl -2.565 -3.737 -3.733  -0.1602
35 H -1.345 -2.963 -1.839  -0.2099
36 H -2.314 -4.369 -1.477  0.3218



# 2
The molecule C3H6ClFN2S in a non-equilibrium geometry. Source: the Open Molecules 2025 dataset; level of theory: the ωB97M-V functional and the def2-TZVPD basis.

The value obtained for the HOMO energy is -8.2 eV. The value obtained for the gap between HOMO and LUMO is 8.624 eV. The charge is 0. The energy above the lowest of the compared OMol25 structures with the same formula, charge and spin comes out at 0.012 eV. The calculated total energy comes out at -32263.5941 eV. The SMILES is NC(=S)[C@@H](N)[C@@H](F)Cl.

Each line ends with the Mulliken charge.
CARTESIAN COORDINATES (ANGSTROEM)
1 C 0.201 0.076 -0.450  0.3966
2 C 1.582 0.059 0.257  -0.1875
3 C -0.726 -1.004 0.058  -0.0988
4 H -0.007 2.041 -1.112  0.2857
5 H 0.057 1.826 0.552  0.2479
6 H 0.368 -0.173 -1.529  0.3898
7 H 2.094 0.995 0.085  0.3296
8 H -2.708 -1.203 0.595  0.2181
9 H -2.144 0.438 0.124  0.2517
10 N -0.363 1.426 -0.338  -0.7842
11 N -1.967 -0.547 0.277  -0.3298
12 F 1.299 -0.119 1.623  -0.2547
13 S -0.367 -2.590 0.084  -0.3375
14 Cl 2.680 -1.224 -0.226  -0.1269



# 3
A cluster of 2 separate species, C4H11N3O2 in total in a non-equilibrium geometry. Source: the Open Molecules 2025 dataset; level of theory: the ωB97M-V functional and the def2-TZVPD basis.

The value obtained for the HOMO energy is -9.1 eV. The value obtained for the gap between HOMO and LUMO is 10.078 eV. The charge is 0. The energy above the lowest of the compared OMol25 structures with the same formula, charge and spin comes out at 0.665 eV. The calculated total energy comes out at -12892.1653 eV. The SMILES is [H]/N=C(\N)NC.CC(=O)O.

Each line ends with the Mulliken charge.
CARTESIAN COORDINATES (ANGSTROEM)
1 C -2.310 0.722 0.555  -0.7827
2 C -0.188 0.490 1.728  0.5765
3 N 0.426 1.397 1.083  -0.6017
4 N -1.339 -0.124 1.188  -0.4032
5 N 0.143 0.050 2.976  -0.4349
6 H -0.033 0.941 -1.043  0.2422
7 H 1.199 1.877 1.518  0.1446
8 H -0.979 -0.898 0.635  0.2985
9 H 1.052 0.210 3.362  0.2035
10 H -0.425 -0.678 3.371  0.2289
11 H -3.343 0.426 0.711  0.3197
12 H -2.183 0.976 -0.469  0.2636
13 H -2.274 1.683 1.082  0.3368
14 C 1.532 -0.998 -3.011  -1.0687
15 C 0.803 -0.618 -1.752  0.8684
16 O 0.177 0.561 -1.893  -0.5040
17 O 0.748 -1.231 -0.715  -0.5912
18 H 0.817 -1.589 -3.585  0.2639
19 H 2.438 -1.528 -2.838  0.3321
20 H 1.729 -0.090 -3.568  0.3075



# 4
A structure of composition C23H21ClFN9O8PtS in a non-equilibrium geometry. Source: the Open Molecules 2025 dataset; level of theory: the ωB97M-V functional and the def2-TZVPD basis.

The value obtained for the HOMO energy (spin up / spin down) is -7.2 / -8.5 eV. The value obtained for the gap between HOMO and LUMO (spin up / spin down) is 6.799 / 5.311 eV. The charge is 0. The expectation value of S² is 6.02. The energy above the lowest of the compared OMol25 structures with the same formula, charge and spin comes out at 0.000 eV. The calculated total energy comes out at -83304.8288 eV. The spin multiplicity is 5.

Each line ends with the Mulliken charge.
CARTESIAN COORDINATES (ANGSTROEM)
1 Pt 0.067 -0.568 0.538  1.9157
2 C 2.007 3.721 -3.813  -1.7293
3 C 1.083 3.360 -2.684  1.0015
4 C -0.196 2.879 -2.943  -0.8703
5 C -1.055 2.542 -1.909  -0.1238
6 C -0.625 2.702 -0.602  -0.1470
7 C 0.644 3.185 -0.314  -0.4559
8 C 1.492 3.503 -1.358  -0.6477
9 S -1.749 2.401 0.706  1.4471
10 O -2.998 1.920 0.182  -0.6172
11 O -1.739 3.527 1.594  -0.7106
12 N -1.034 1.127 1.533  -0.6428
13 C -1.798 0.744 2.678  -1.1058
14 C -2.402 -0.663 2.358  0.9578
15 O -3.614 -0.794 2.546  -0.7268
16 O -1.585 -1.524 1.938  -0.9799
17 H 1.894 3.028 -4.648  0.3776
18 H 3.048 3.706 -3.492  0.3732
19 H 1.787 4.723 -4.187  0.4149
20 H -0.519 2.742 -3.968  0.3330
21 H -2.038 2.140 -2.104  0.4557
22 H 0.963 3.307 0.714  0.5229
23 H 2.491 3.864 -1.144  0.3754
24 H -2.594 1.433 2.952  0.4945
25 H -1.121 0.575 3.522  0.4121
26 N 0.693 -1.547 3.694  -0.1503
27 C 1.852 -1.129 3.169  0.5366
28 N 2.957 -1.180 3.910  -0.7572
29 C 4.063 -0.778 3.287  0.3044
30 N 5.200 -0.750 4.003  -0.3527
31 N 4.154 -0.399 1.995  -0.7594
32 C 2.999 -0.380 1.362  0.2756
33 N 1.822 -0.674 1.902  -0.0204
34 C 2.995 -0.028 -0.088  0.7006
35 C 4.173 0.050 -0.805  -0.5723
36 C 4.097 0.289 -2.169  -0.8728
37 C 2.857 0.438 -2.760  -1.1586
38 C 1.719 0.360 -1.969  -0.3461
39 N 1.795 0.146 -0.659  0.3507
40 H 0.746 -2.018 4.579  0.2588
41 H -0.087 -1.737 3.071  0.0971
42 H 5.195 -1.096 4.944  0.2519
43 H 6.062 -0.534 3.539  0.2375
44 H 5.112 -0.092 -0.294  0.5321
45 H 5.000 0.337 -2.764  0.4277
46 H 2.751 0.595 -3.824  0.6112
47 H 0.726 0.438 -2.387  0.5484
48 F -5.660 -1.050 1.231  -0.3380
49 C -4.798 -1.889 0.798  0.8868
50 C -4.044 -1.569 -0.328  -0.3529
51 N -3.316 -2.490 -0.930  0.1814
52 C -2.639 -2.174 -2.194  -1.2572
53 C -1.664 -0.965 -2.094  0.2599
54 O -1.130 -0.655 -3.152  -0.6757
55 O -1.626 -0.402 -0.960  0.2214
56 C -3.113 -3.804 -0.363  0.4214
57 O -2.419 -4.603 -0.908  -0.5012
58 N -3.854 -4.062 0.765  -0.0271
59 C -4.796 -3.250 1.375  0.3405
60 O -5.551 -3.621 2.228  -0.5537
61 H -4.079 -0.574 -0.751  0.4797
62 H -3.399 -1.933 -2.939  0.3456
63 H -2.081 -3.050 -2.500  0.3636
64 H -3.734 -4.988 1.151  0.2452
65 Cl 0.613 -2.814 -0.258  -0.5064



# 5
A structure of composition C5H10O in a non-equilibrium geometry. Source: the Open Molecules 2025 dataset; level of theory: the ωB97M-V functional and the def2-TZVPD basis.

The value obtained for the HOMO energy is -7.4 eV. The value obtained for the gap between HOMO and LUMO is 7.288 eV. The charge is 0. The energy above the lowest of the compared OMol25 structures with the same formula, charge and spin comes out at 4.793 eV. The calculated total energy comes out at -7389.9724 eV.

Each line ends with the Mulliken charge.
CARTESIAN COORDINATES (ANGSTROEM)
1 C 0.266 2.135 1.145  -1.2906
2 C 0.018 1.402 -0.152  -0.2795
3 C -0.273 -2.431 -0.494  -0.4280
4 O 0.954 -2.623 0.026  -0.7946
5 C -0.558 -0.991 -0.688  -0.4239
6 C 0.268 -0.097 0.004  -0.0229
7 H 0.051 3.192 1.077  0.3793
8 H -0.366 1.712 1.919  0.3440
9 H 1.308 2.025 1.441  0.3217
10 H -0.956 1.516 -0.605  0.4010
11 H 0.701 1.717 -0.937  0.2984
12 H -1.036 -2.801 0.224  0.2752
13 H -0.408 -2.960 -1.463  0.2867
14 H 0.715 -0.550 0.867  0.4802
15 H -1.369 -0.672 -1.334  0.3806
16 H 0.684 -0.574 -1.029  0.0723